103
Properties=species:S:1:pos:R:3:forces:R:3:mulliken_spin:R:1 method="wB97M-V/def2-TZVPD" total_energy_ha=-4737.66992 lumo_ev="1.7 / 1.8" relative_energy_kcal_mol=14.3 homo_energy_ev="-4.1 / -4.1" homo_lumo_gap_ev="5.80 / 5.86" largest_force_ev_per_a=0.49 total_charge=-1 spin_multiplicity=3
Ni -0.058396 0.159340 -0.859489 -0.126 -0.146 0.165 1.659
C 0.656579 6.140507 -2.757206 0.023 -0.016 0.015 0.000
C 0.829565 5.705130 -1.297639 0.001 -0.051 -0.056 0.001
C 1.159291 4.249800 -1.168299 -0.072 0.006 -0.061 0.000
C 2.370336 3.678479 -0.949700 0.090 -0.059 -0.150 0.002
C 3.687614 4.355538 -0.725591 -0.086 -0.018 0.107 0.000
C 4.009430 4.513632 0.763717 0.019 0.012 -0.002 0.000
C 2.153033 2.242331 -0.953914 0.016 0.016 0.005 -0.012
C 3.137620 1.298472 -0.710552 0.066 0.017 0.021 0.024
C 2.966763 -0.076271 -0.636964 0.056 -0.008 -0.036 -0.013
C 4.035996 -1.030701 -0.396574 -0.005 0.098 -0.025 0.000
C 5.486267 -0.693895 -0.233229 -0.032 0.000 -0.082 0.000
C 6.198505 -0.501911 -1.576908 -0.023 -0.018 0.010 0.000
C 3.459509 -2.259051 -0.401598 -0.049 -0.072 -0.080 0.002
C 2.040473 -2.044020 -0.624760 0.011 -0.009 0.066 -0.013
C 1.084526 -3.048427 -0.649115 0.005 -0.065 0.004 0.026
C -0.282188 -2.885990 -0.820973 0.016 -0.057 0.029 -0.011
N -0.910684 -1.692702 -0.972415 -0.010 -0.050 -0.114 0.055
C -2.228409 -1.967658 -1.137060 -0.053 -0.014 0.028 -0.012
C -3.218476 -1.019889 -1.358366 -0.064 -0.027 0.006 0.027
C -3.037967 0.347244 -1.497054 -0.021 0.026 0.019 -0.017
N -1.846260 0.988481 -1.404591 -0.069 0.001 -0.105 0.067
C -2.103741 2.310053 -1.556703 -0.030 0.027 -0.027 -0.015
C -1.154648 3.318750 -1.488694 -0.033 0.063 0.008 0.018
C 0.210526 3.157886 -1.305659 0.016 0.013 -0.018 -0.005
N 0.846277 1.963844 -1.194863 -0.010 0.097 0.186 0.042
C -3.525778 2.527052 -1.777448 0.089 0.075 -0.034 0.000
C -4.107848 1.302037 -1.745323 -0.021 -0.117 0.023 0.001
C -5.546248 0.944115 -1.957391 0.066 -0.024 -0.064 0.000
C -5.819341 0.411585 -3.368815 0.018 0.033 0.009 0.000
C -4.159851 3.856493 -2.046757 0.050 -0.039 -0.045 0.000
C -3.928244 4.341956 -3.482451 -0.014 -0.038 0.011 0.000
C -2.459394 -3.400545 -1.069711 -0.046 0.041 -0.011 0.002
C -1.243683 -3.974676 -0.873338 0.066 0.012 0.054 0.000
C -0.908346 -5.429157 -0.747225 0.017 0.056 -0.116 0.000
C -0.375808 -6.031033 -2.052924 -0.020 0.029 0.007 0.000
C -3.791534 -4.065289 -1.233234 0.047 0.026 -0.082 -0.001
C -4.227687 -4.165702 -2.700085 0.035 -0.008 0.017 0.000
N 1.782095 -0.720655 -0.772787 0.047 -0.038 0.001 0.072
C 4.116972 -3.587650 -0.187666 -0.033 0.054 0.098 0.000
C 4.045549 -4.043127 1.273409 0.013 -0.006 -0.001 0.000
H 0.377799 7.194506 -2.829624 0.004 -0.020 0.009 0.000
H -0.114956 5.545220 -3.249034 0.013 0.017 0.007 0.000
H 1.586876 5.993516 -3.310051 -0.024 -0.005 0.001 0.000
H -0.084982 5.924596 -0.741089 0.003 0.019 0.023 0.000
H 1.623239 6.296443 -0.836013 -0.018 0.020 0.033 0.000
H 3.674768 5.338717 -1.202260 0.018 0.002 -0.013 0.000
H 4.482286 3.785225 -1.213159 0.007 0.018 -0.018 0.000
H 3.236592 5.103412 1.260139 0.010 -0.017 -0.005 0.000
H 4.970505 5.011821 0.911111 -0.003 -0.011 0.003 0.000
H 4.043545 3.541004 1.257306 -0.015 0.017 -0.007 0.000
H 4.139848 1.674001 -0.537070 -0.018 -0.009 -0.017 0.002
H 5.979536 -1.490434 0.328511 0.013 0.012 0.024 0.000
H 5.586976 0.215349 0.364447 0.018 -0.013 0.032 0.000
H 6.134361 -1.413608 -2.174903 0.000 0.023 0.006 0.000
H 7.254221 -0.256113 -1.439011 -0.023 0.004 0.005 0.000
H 5.728720 0.300008 -2.149477 0.010 -0.015 0.008 0.000
H 1.442503 -4.063930 -0.522552 -0.012 0.017 0.009 0.002
H -4.234983 -1.388047 -1.442083 0.030 0.004 0.000 0.002
H -1.521085 4.337072 -1.556154 0.016 -0.026 -0.028 0.002
H -6.167887 1.823721 -1.779265 -0.026 -0.003 0.033 0.000
H -5.848863 0.193484 -1.222871 -0.023 0.015 0.019 0.000
H -5.564664 1.166169 -4.115975 -0.001 -0.019 0.005 0.000
H -6.870633 0.143957 -3.497594 0.015 -0.001 0.011 0.000
H -5.211300 -0.471299 -3.573913 -0.010 0.011 0.000 0.000
H -3.767150 4.598199 -1.346222 -0.024 0.011 0.015 0.000
H -5.233514 3.788445 -1.860211 -0.011 0.026 0.033 0.000
H -2.861119 4.424470 -3.695694 -0.016 0.000 0.001 0.000
H -4.391081 5.316731 -3.653010 0.010 -0.010 0.012 0.000
H -4.351923 3.632738 -4.196703 0.015 0.015 0.007 0.000
H -1.799594 -5.978218 -0.436927 0.004 -0.010 0.037 0.000
H -0.166758 -5.564644 0.044080 -0.019 -0.024 0.020 0.000
H -1.111587 -5.919109 -2.852146 0.016 -0.006 0.013 0.000
H -0.152819 -7.094364 -1.939331 0.003 0.015 0.008 0.000
H 0.534618 -5.520473 -2.372105 -0.017 -0.006 0.001 0.000
H -4.547011 -3.515692 -0.666250 -0.007 -0.012 0.020 0.000
H -3.748512 -5.068411 -0.804408 -0.029 0.000 0.040 0.000
H -4.244060 -3.179729 -3.168225 -0.007 -0.019 0.008 0.000
H -5.223212 -4.606849 -2.790318 0.020 0.007 0.010 0.000
H -3.527225 -4.785315 -3.264304 -0.012 0.025 0.002 0.000
H 5.162581 -3.526686 -0.499608 0.005 -0.022 -0.014 0.000
H 3.646931 -4.339100 -0.827107 0.018 -0.004 -0.018 0.000
H 4.556344 -3.328374 1.921652 -0.025 -0.009 -0.009 0.000
H 4.511636 -5.022068 1.408256 -0.012 0.011 -0.002 0.000
H 3.008714 -4.104621 1.608426 0.020 0.005 -0.004 0.000
S -2.846319 -2.340715 5.446838 0.086 0.060 0.006 0.000
C -1.762019 -1.373550 4.612013 0.217 0.006 0.159 0.000
S -2.008737 -1.038623 2.944426 -0.223 -0.001 -0.441 0.000
C -0.591964 -0.017169 2.871773 0.056 -0.225 -0.113 0.004
N 0.043408 0.011778 4.002270 -0.315 -0.020 0.018 0.018
N -0.625331 -0.727496 4.982992 0.099 0.095 0.131 0.001
C -0.030472 -0.627878 6.280948 -0.032 -0.057 -0.071 0.000
C -0.482659 -1.358595 7.375559 -0.003 -0.064 0.061 0.000
C 0.151616 -1.228744 8.605372 -0.038 -0.028 -0.007 0.000
C 1.233131 -0.382722 8.771139 0.028 0.053 -0.092 0.000
C 1.675099 0.352078 7.677139 -0.025 -0.023 0.021 0.000
C 1.055007 0.237372 6.444803 0.024 0.063 -0.029 0.000
S -0.187803 0.895418 1.478994 0.241 0.321 0.260 0.070
H -1.322898 -2.022891 7.272606 0.008 -0.010 -0.028 0.000
H -0.217388 -1.808915 9.442691 0.001 -0.002 -0.014 0.000
H 1.725030 -0.296039 9.731937 -0.007 0.017 -0.009 0.000
H 2.514963 1.028380 7.777041 0.004 -0.002 0.007 0.000
H 1.397258 0.812209 5.598144 0.011 -0.040 0.048 0.000